(1)
Entry from OMol25: an isolated molecule of C3H2N2O3 in a non-equilibrium geometry (the ωB97M-V functional and the def2-TZVPD basis).

Cartesian coordinates (Å):
C 0.079 0.787 -0.212
C -1.120 0.352 0.503
C 0.761 -1.419 -0.296
H 1.182 2.176 -0.563
H -1.746 1.078 0.938
N -1.387 -0.876 0.692
N 0.942 -0.104 -0.540
O 0.194 2.103 -0.299
O -0.475 -1.814 0.226
O 1.570 -2.283 -0.449

Calculated values
HOMO: -0.3958 hartree
Energy: -12264.0962 eV
Structure (SMILES): O=c1nc(O)cno1

***

(2)
Entry from OMol25: the ion C3H2N2O3S3 with charge -2 in a non-equilibrium geometry (the ωB97M-V functional and the def2-TZVPD basis).

Cartesian coordinates (Å):
C -0.067 -0.755 -0.587
C -0.663 0.294 -0.042
C 2.113 0.245 0.042
N 1.304 -0.723 -0.708
N 1.569 1.299 0.399
O -3.108 1.450 0.449
O -2.499 -0.518 1.694
O -2.912 -0.620 -0.732
S 1.634 2.634 1.216
S 3.815 -0.147 0.040
S -2.489 0.173 0.374
H -0.396 -1.770 -1.013
H 1.700 -1.563 -1.134

Calculated values
HOMO (alpha / beta): -0.0321 / -0.0259 hartree
Energy: -44768.5769 eV
Total charge: -2
Structure (SMILES): O=S([O-])([O-])=C=CNC(=S)N=S

***

(3)
Entry from OMol25: an isolated molecule of C3H2N2O4 in a non-equilibrium geometry (the ωB97M-V functional and the def2-TZVPD basis).

Cartesian coordinates (Å):
C 1.275 -0.611 -1.014
C 0.524 1.086 0.950
C -0.540 0.593 -0.002
N 0.885 0.336 -0.090
N -1.362 -0.538 0.453
O -2.550 -0.425 0.304
O 0.849 1.684 1.901
O -0.771 -1.457 0.962
O 0.394 -1.008 -1.707
H 2.332 -0.880 -1.024
H -1.036 1.221 -0.733

Calculated values
HOMO: -0.4165 hartree
Energy: -14308.4334 eV
Structure (SMILES): O=CN1C(=O)[C@@H]1[N+](=O)[O-]

***

(4)
Entry from OMol25: an isolated molecule of C3H2N2OS2 in a non-equilibrium geometry (the ωB97M-V functional and the def2-TZVPD basis).

Cartesian coordinates (Å):
C 0.222 -0.486 -1.285
C -0.116 -0.117 0.722
C -0.247 0.833 1.999
H 1.376 0.343 -3.162
H 0.390 1.809 2.408
N 0.719 0.295 -0.392
N -1.005 -1.026 0.428
O -0.704 -1.413 -0.918
S 0.551 -0.747 -3.085
S -1.187 0.507 3.285

Calculated values
HOMO: -0.3349 hartree
Energy: -29837.9493 eV
Structure (SMILES): S=Cc1noc(S)n1

***

(5)
Entry from OMol25: the ion C3H2N3O2 with charge -1 in a non-equilibrium geometry (the ωB97M-V functional and the def2-TZVPD basis).

Cartesian coordinates (Å):
C -1.479 0.080 -0.611
C -1.334 0.482 0.767
C 2.064 -0.539 -0.081
N -0.259 -0.232 -1.043
N -0.120 0.534 1.130
N 0.614 0.058 -0.188
O 2.391 -0.993 -1.144
O 2.503 -0.449 1.040
H -2.268 0.334 -1.275
H -2.111 0.726 1.405

Calculated values
HOMO: -0.1781 hartree
Energy: -11708.8292 eV
Total charge: -1
Structure (SMILES): O=C([O-])n1nccn1

***

(6)
Entry from OMol25: a structure of composition C3H2N4 in a non-equilibrium geometry (the ωB97M-V functional and the def2-TZVPD basis).

Cartesian coordinates (Å):
C 2.620 -0.001 -0.027
C 1.386 -0.229 -0.004
C -0.005 -0.239 -0.195
H 3.669 -0.285 0.247
H -2.539 1.235 0.072
N -0.835 -1.228 -0.104
N -2.013 -0.710 0.117
N -1.748 0.526 -0.089
N -0.535 0.931 -0.017

Calculated values
HOMO: -0.3650 hartree
Energy: -9099.0362 eV

***

(7)
Entry from OMol25: an isolated molecule of C3H2N4 in a non-equilibrium geometry (the ωB97M-V functional and the def2-TZVPD basis).

Cartesian coordinates (Å):
N 2.506 -0.480 -0.145
C 1.358 -0.387 -0.299
C 0.826 1.958 0.487
C -0.006 -0.670 -0.579
N -1.085 -0.287 0.086
N -1.332 0.744 0.859
N -0.233 1.527 0.813
H -0.108 -1.526 -1.225
H -1.904 -0.882 0.003

Calculated values
HOMO (alpha / beta): -0.3410 / -0.3409 hartree
Energy: -9098.4537 eV

***

(8)
Entry from OMol25: an isolated molecule of C3H2N4O in a non-equilibrium geometry (the ωB97M-V functional and the def2-TZVPD basis).

Cartesian coordinates (Å):
C 0.880 -0.060 -0.046
C 0.059 -1.419 -0.361
C 0.321 1.436 -0.100
H 0.612 -2.413 -0.357
H 1.268 2.094 0.226
N -1.228 -1.534 0.058
N -1.588 -0.230 0.658
N -1.486 0.430 -0.303
N -0.941 1.849 -0.046
O 2.102 -0.152 0.271

Calculated values
HOMO: -0.3733 hartree
Energy: -11144.1210 eV
Structure (SMILES): O=c1cnnnnc1

***

(9)
Entry from OMol25: an isolated molecule of C3H2N4O in a non-equilibrium geometry (the ωB97M-V functional and the def2-TZVPD basis).

Cartesian coordinates (Å):
C 0.362 1.637 -0.904
C 0.081 0.529 -0.065
C 0.767 -0.572 -0.429
H 0.104 2.661 -0.507
H 1.639 -0.581 -1.098
N 0.377 -1.755 0.250
N -0.462 -1.624 1.225
N -0.913 -0.504 1.632
N -0.861 0.644 0.900
O 0.501 1.379 -2.256

Calculated values
HOMO: -0.3854 hartree
Energy: -11145.6895 eV
Structure (SMILES): O=Cc1cnnnn1

***

(10)
Entry from OMol25: an isolated molecule of C3H2N4O in a non-equilibrium geometry (the ωB97M-V functional and the def2-TZVPD basis).

Cartesian coordinates (Å):
C 0.762 1.520 1.053
C -1.096 -1.399 0.094
C -0.359 -0.296 0.516
H 1.385 2.363 1.429
H -1.586 -2.240 0.398
N 1.068 1.442 -0.219
N 0.135 0.347 -0.518
N 0.045 -0.634 -1.665
N -0.694 -1.598 -1.132
O 0.061 0.503 1.616

Calculated values
HOMO: -0.3514 hartree
Energy: -11146.5536 eV
Structure (SMILES): c1nn2nncc2o1

***

(11)
Entry from OMol25: an isolated molecule of C3H2N4O in a non-equilibrium geometry (the ωB97M-V functional and the def2-TZVPD basis).

Cartesian coordinates (Å):
C 0.730 0.684 -0.020
C -0.569 -0.165 -0.201
C -2.036 0.109 -0.293
H -0.101 2.446 0.255
H 1.760 -2.302 0.183
N 1.708 -0.076 0.098
N 1.208 -1.345 0.079
N -0.195 -1.446 -0.235
N -3.307 0.038 0.244
O 0.802 2.056 -0.109

Calculated values
HOMO: -0.3599 hartree
Energy: -11146.1096 eV
Structure (SMILES): N#Cc1n[nH]nc1O

***

(12)
Entry from OMol25: an isolated molecule of C3H2NO2P in a non-equilibrium geometry (the ωB97M-V functional and the def2-TZVPD basis).

Cartesian coordinates (Å):
C 0.165 0.823 0.928
C 1.175 0.286 0.105
C -0.954 0.117 0.934
N -1.144 -1.885 -2.348
O -1.946 -0.406 0.991
O 0.896 -0.629 -0.719
P -0.784 -0.682 -1.585
H 0.411 1.660 1.508
H 2.181 0.716 0.185

Calculated values
HOMO: -0.3200 hartree
Energy: -18013.4382 eV